# 1
DFT (ωB97M-V with the def2-TZVPD basis set) results for a molecular structure, C20H14N6O8Y at a distorted geometry.

Calculated values
HOMO-LUMO gap, eV: 6.720
Calculated total energy, eV: -47320.187
Energy relative to the best compared isomer or geometry (same formula, charge and spin), eV: 0.000
E_HOMO, eV: -11.40
Molar mass, g mol⁻¹: 555.3

ORCA input file:
```
! wB97M-V def2-TZVPD RIJCOSX def2/J DEFGRID3
* xyz 1 1
Y -0.277 0.255 -0.076
C 3.715 0.721 2.025
C 2.347 0.342 1.575
N 1.730 0.902 0.598
N 2.339 1.913 -0.133
C 1.574 2.265 -1.142
O 0.395 1.720 -1.383
C 2.064 3.316 -2.052
C 1.300 3.644 -3.167
C 1.727 4.640 -4.032
C 2.914 5.311 -3.778
C 3.680 4.986 -2.663
C 3.258 3.989 -1.800
C 1.613 -0.804 2.212
C 2.186 -1.562 3.210
C 1.503 -2.674 3.690
C 0.263 -2.992 3.167
C -0.260 -2.164 2.195
N 0.390 -1.099 1.726
H 4.064 1.569 1.447
H 4.407 -0.114 1.888
H 3.712 0.980 3.088
H 0.373 3.115 -3.349
H 1.133 4.895 -4.901
H 3.246 6.094 -4.450
H 4.605 5.514 -2.468
H 3.844 3.727 -0.928
H 3.160 -1.299 3.598
H 1.944 -3.290 4.464
H -0.295 -3.853 3.505
H -1.240 -2.363 1.774
O -6.441 -3.724 0.806
N -5.498 -4.041 0.115
O -5.239 -5.168 -0.249
C -4.485 -3.004 -0.147
C -4.625 -1.766 0.458
C -3.667 -0.824 0.184
C -2.668 -1.015 -0.785
O -1.975 -0.048 -1.254
C -2.433 -2.360 -1.112
C -3.357 -3.348 -0.862
N -1.078 -2.703 -1.552
O -0.165 -1.920 -1.215
O -0.865 -3.754 -2.074
N -3.511 0.358 1.037
O -4.450 0.825 1.601
O -2.338 0.758 1.221
H -5.428 -1.581 1.161
H -3.191 -4.372 -1.172
*
```

# 2
DFT (ωB97M-V with the def2-TZVPD basis set) results for a molecular structure, C20H15AsF5PPdS4.

Calculated values
HOMO-LUMO gap, eV: 5.387
Calculated total energy, eV: -151524.373
Energy relative to the best compared isomer or geometry (same formula, charge and spin), eV: 0.000
E_HOMO, eV: -1.19
Molar mass, g mol⁻¹: 690.9

ORCA input file:
```
! wB97M-V def2-TZVPD RIJCOSX def2/J DEFGRID3
* xyz -2 1
Pd 1.521 1.932 -0.701
S 5.571 1.777 -3.523
As 4.455 1.082 -1.874
S 3.705 2.722 -0.578
S 2.353 0.541 -2.402
S 5.333 -0.499 -0.749
C -0.678 -2.752 -3.777
C -1.322 -1.521 -3.778
C -1.134 -0.640 -2.726
C -0.305 -0.973 -1.656
C 0.351 -2.197 -1.672
C 0.159 -3.084 -2.723
P -0.070 0.281 -0.330
C -1.849 0.398 0.152
C -2.436 1.641 0.344
C -3.792 1.745 0.644
C -4.571 0.606 0.756
C -3.993 -0.646 0.565
C -2.646 -0.746 0.261
C 0.682 -0.666 1.051
C -0.014 -1.008 2.210
C 0.633 -1.648 3.258
C 1.987 -1.944 3.167
C 2.692 -1.583 2.029
C 2.048 -0.941 0.981
H -0.814 -3.439 -4.603
H -1.963 -1.240 -4.605
H -1.631 0.324 -2.739
H 1.031 -2.456 -0.872
H 0.690 -4.028 -2.726
H -1.827 2.531 0.260
H -4.234 2.724 0.788
H -5.626 0.687 0.989
H -4.595 -1.543 0.647
H -2.203 -1.721 0.096
H -1.059 -0.751 2.322
H 0.077 -1.895 4.156
H 2.493 -2.432 3.992
H 3.757 -1.759 1.935
H 2.641 -0.636 0.123
F 1.782 4.484 0.720
C 0.911 3.417 0.620
F -0.290 4.035 0.214
C 0.628 3.046 2.081
F 0.283 4.113 2.842
F 1.680 2.474 2.666
F -0.410 2.184 2.165
*
```

# 3
DFT (ωB97M-V with the def2-TZVPD basis set) results for a molecular structure, C20H15Co2NO8 at a distorted geometry.

Calculated values
HOMO-LUMO gap, eV: 3.341
Calculated total energy, eV: -114102.552
Energy relative to the best compared isomer or geometry (same formula, charge and spin), eV: 1.405
E_HOMO, eV: 1.06
Molar mass, g mol⁻¹: 515.2

ORCA input file:
```
! wB97M-V def2-TZVPD RIJCOSX def2/J DEFGRID3
* xyz -2 1
O -2.317 -2.058 -1.901
C -2.049 -1.261 -1.094
Co -1.535 -0.592 0.562
C -1.939 -2.049 1.469
O -2.130 -3.041 2.039
C 0.189 -0.930 0.324
O 1.294 -1.252 0.206
C -2.324 1.011 0.789
C -1.635 0.674 1.881
C -1.270 1.156 3.242
C 0.273 0.949 3.382
C 0.858 0.405 4.538
C 2.254 0.444 4.677
C 3.049 0.840 3.604
C 2.455 1.232 2.413
C 1.064 1.261 2.295
Co -1.675 1.218 -1.160
C -2.441 0.916 -2.705
O -2.943 0.643 -3.711
C 0.049 1.151 -1.418
O 1.196 1.146 -1.614
C -1.847 2.961 -1.096
O -1.949 4.110 -0.998
H -3.296 1.516 0.829
H -1.793 0.478 3.983
H 0.235 0.044 5.369
H 2.698 0.143 5.630
H 4.137 0.817 3.693
H 3.045 1.518 1.553
H 0.585 1.552 1.360
O -3.823 1.067 4.588
C -4.011 1.980 3.761
C -3.051 3.207 3.921
C -3.227 3.848 5.299
C -2.056 3.353 6.139
C -0.995 2.847 5.176
N -1.663 2.615 3.815
O -4.811 2.092 2.809
H -3.243 3.933 3.118
H -3.243 4.940 5.266
H -4.191 3.575 5.750
H -1.632 4.115 6.803
H -2.374 2.553 6.813
H -0.172 3.565 5.013
H -0.597 1.893 5.500
H -1.169 3.246 3.163
*
```